{"formula": "C4H8O2", "method": "wB97M-V/def2-TZVPD", "max_force_ev_per_a": 0.4, "e_above_lowest_kj_mol": 398.1, "e_tot_ha": -307.5608, "symbols": ["C", "O", "C", "C", "C", "O", "H", "H", "H", "H", "H", "H", "H", "H"], "xyz": [[1.952, 0.025, -0.371], [0.951, -0.760, -0.180], [-0.820, 0.089, -0.269], [-1.719, -1.045, 0.094], [-0.405, 1.050, 0.636], [0.474, 1.918, 0.260], [2.288, 0.201, -1.406], [1.414, 1.263, -0.079], [2.729, 0.034, 0.407], [-0.710, 0.325, -1.325], [-1.288, -1.978, -0.282], [-1.836, -1.132, 1.179], [-2.708, -0.921, -0.359], [-0.595, 0.918, 1.708]], "mulliken_charge": [-0.50, -0.40, 0.24, -1.18, -0.14, -0.47, 0.31, 0.27, 0.35, 0.30, 0.31, 0.29, 0.33, 0.29]}

{"formula": "C2H3LiO", "method": "wB97M-V/def2-TZVPD", "max_force_ev_per_a": 1.2, "e_tot_ha": -160.6351, "symbols": ["O", "C", "C", "H", "H", "Li", "H"], "xyz": [[0.524, -1.337, -0.548], [0.883, -0.386, 0.100], [0.248, 0.754, 0.547], [0.399, 0.956, 1.613], [0.383, 1.693, -0.005], [-1.052, -1.672, -1.314], [-1.385, -0.008, -0.393]], "mulliken_charge": [-0.42, 0.46, -0.67, 0.21, 0.23, 0.53, -0.33]}

{"formula": "CCl2FNO", "method": "wB97M-V/def2-TZVPD", "smiles": "[O-][N+]#CF.ClCl", "max_force_ev_per_a": 1.6, "e_above_lowest_kj_mol": 213.4, "e_tot_ha": -1188.1599, "symbols": ["O", "N", "C", "F", "Cl", "Cl"], "xyz": [[-1.089, 1.737, -0.094], [-1.030, 0.563, 0.034], [-0.573, -0.517, 0.013], [-0.849, -1.753, 0.265], [5.233, 0.296, 0.507], [3.648, -0.334, -0.566]], "mulliken_charge": [-0.58, 0.60, 0.14, -0.16, -0.01, 0.01]}

{"formula": "C14H30IN5OPd", "method": "wB97M-V/def2-TZVPD", "total_charge": -2, "max_force_ev_per_a": 0.5, "e_tot_ha": -1326.0050, "symbols": ["Pd", "N", "C", "N", "C", "C", "C", "C", "C", "H", "H", "H", "H", "H", "H", "H", "H", "H", "H", "I", "C", "C", "C", "O", "H", "H", "H", "H", "H", "H", "H", "C", "N", "C", "C", "N", "N", "C", "C", "H", "H", "H", "H", "H", "H", "H", "H", "H", "H", "H", "H", "H"], "xyz": [[0.361, 0.715, 1.398], [1.303, 2.322, 3.294], [0.508, 1.419, 3.283], [-0.417, 0.823, 4.170], [-0.521, -0.627, 4.187], [0.625, -1.270, 4.987], [1.152, -0.304, 6.058], [0.000, 0.535, 6.605], [-0.519, 1.453, 5.484], [-0.506, -0.979, 3.159], [-1.496, -0.892, 4.610], [1.423, -1.543, 4.294], [0.264, -2.193, 5.460], [1.887, 0.369, 5.608], [1.655, -0.854, 6.859], [0.316, 1.148, 7.455], [-0.795, -0.129, 6.965], [0.089, 2.355, 5.444], [-1.556, 1.751, 5.685], [1.992, -1.482, 1.409], [-1.284, 4.047, 0.886], [-0.799, 3.212, -0.307], [0.682, 3.507, -0.563], [-1.058, 1.875, -0.113], [-1.210, 5.128, 0.695], [-0.675, 3.799, 1.764], [-2.326, 3.795, 1.104], [-1.340, 3.592, -1.205], [1.282, 3.040, 0.220], [0.891, 4.586, -0.565], [0.990, 3.085, -1.524], [-2.153, -2.978, 1.625], [-3.083, -2.439, 0.635], [-2.971, -3.148, -0.633], [-3.044, -1.025, 0.544], [-2.200, -0.393, 1.244], [-3.996, -0.506, -0.358], [-5.362, -0.954, -0.180], [-3.907, 0.917, -0.635], [-2.303, -4.061, 1.668], [-2.360, -2.548, 2.603], [-1.107, -2.757, 1.388], [-1.925, -3.216, -0.963], [-3.538, -2.630, -1.403], [-3.363, -4.163, -0.524], [-2.247, 0.620, 1.127], [-5.388, -1.998, 0.122], [-5.915, -0.839, -1.117], [-5.880, -0.357, 0.588], [-2.865, 1.257, -0.660], [-4.444, 1.504, 0.128], [-4.378, 1.116, -1.604]], "mulliken_charge": [-0.28, -1.03, 0.92, 0.22, 0.22, -0.63, -0.77, -0.65, -1.02, -0.46, 0.27, 0.07, 0.41, 0.31, 0.46, 0.42, 0.31, 0.57, 0.20, -0.77, -1.31, 0.60, -1.39, -0.87, 0.48, 0.15, 0.27, 0.14, 0.27, 0.39, 0.34, -0.66, -0.02, -1.21, 0.24, -0.08, 0.21, -1.27, -0.93, 0.31, 0.18, 0.19, 0.36, 0.41, 0.35, 0.14, 0.40, 0.33, 0.36, 0.28, 0.33, 0.29]}

{"formula": "C28H26N4O7", "method": "wB97M-V/def2-TZVPD", "max_force_ev_per_a": 3.6, "e_above_lowest_kj_mol": 100.2, "e_tot_ha": -1827.9656, "symbols": ["C", "O", "C", "C", "C", "C", "C", "O", "C", "C", "N", "C", "C", "C", "C", "C", "C", "C", "C", "C", "C", "O", "N", "C", "C", "C", "H", "H", "H", "H", "H", "H", "H", "H", "H", "H", "H", "H", "H", "H", "H", "H", "H", "H", "H", "H", "H", "C", "N", "O", "O", "C", "C", "C", "C", "N", "O", "O", "C", "C", "H", "H", "H", "H", "H"], "xyz": [[2.456, -3.021, 0.809], [2.023, -1.816, 1.471], [1.058, -1.889, 2.414], [0.499, -3.064, 2.956], [-0.516, -2.949, 3.911], [-0.962, -1.708, 4.363], [-0.372, -0.537, 3.838], [-0.649, 0.742, 4.188], [-1.577, 0.993, 5.266], [0.606, -0.653, 2.860], [1.212, 0.544, 2.353], [1.288, 0.921, 1.053], [0.571, 0.242, -0.014], [0.698, 0.843, -1.337], [0.808, 0.076, -2.448], [1.396, 0.580, -3.682], [2.232, -0.250, -4.453], [2.805, 0.216, -5.633], [2.516, 1.509, -6.086], [1.705, 2.354, -5.317], [1.176, 1.910, -4.105], [-0.052, -0.820, 0.193], [2.123, 1.989, 1.009], [2.592, 2.716, -0.155], [2.524, 2.320, 2.293], [1.967, 1.423, 3.125], [3.236, -2.686, 0.129], [2.851, -3.741, 1.534], [1.631, -3.477, 0.246], [0.868, -4.035, 2.615], [-0.951, -3.862, 4.323], [-1.753, -1.628, 5.116], [-1.546, 2.078, 5.384], [-2.582, 0.660, 4.994], [-1.245, 0.501, 6.186], [0.632, 1.930, -1.370], [0.686, -1.010, -2.368], [2.410, -1.270, -4.100], [3.452, -0.441, -6.218], [2.915, 1.860, -7.039], [1.453, 3.356, -5.666], [0.541, 2.558, -3.495], [3.411, 3.371, 0.175], [2.968, 2.025, -0.929], [1.804, 3.367, -0.567], [3.190, 3.150, 2.478], [2.041, 1.325, 4.186], [-1.776, 0.505, -2.664], [-1.677, -0.265, -3.803], [-1.258, 0.272, -4.875], [-1.963, -1.501, -3.779], [-2.571, 0.090, -1.553], [-3.033, -1.253, -1.410], [-3.709, -1.660, -0.275], [-3.924, -0.736, 0.776], [-4.289, -1.217, 2.062], [-4.319, -0.423, 3.032], [-4.548, -2.436, 2.176], [-3.553, 0.623, 0.630], [-2.879, 1.017, -0.509], [-1.481, 1.557, -2.758], [-2.808, -1.950, -2.212], [-4.037, -2.690, -0.153], [-3.772, 1.312, 1.445], [-2.545, 2.053, -0.610]], "mulliken_charge": [-1.04, -0.38, 0.82, -0.80, -1.07, -0.52, 0.45, -0.31, -0.91, 0.32, 0.66, -0.24, 0.95, -0.45, -0.44, 0.40, -0.29, -0.67, -0.38, -0.79, 0.04, -0.51, 0.10, -0.79, -0.96, -0.30, 0.27, 0.37, 0.40, 0.38, 0.38, 0.42, 0.26, 0.31, 0.39, 0.68, 0.56, 0.37, 0.37, 0.38, 0.37, 0.13, 0.35, 0.33, 0.32, 0.42, 0.55, -1.50, 1.20, -0.75, -0.80, 1.02, -0.59, -0.57, -0.21, 1.01, -0.64, -0.64, -0.45, -0.45, 0.61, 0.54, 0.45, 0.45, 0.38]}

{"formula": "C55H38Cl2IrN4O5", "method": "wB97M-V/def2-TZVPD", "max_force_ev_per_a": 0.6, "e_above_lowest_kj_mol": 0.0, "e_tot_ha": -3738.3498, "s_squared": 8.8352, "spin_multiplicity": 6, "symbols": ["Ir", "C", "C", "C", "C", "C", "C", "C", "C", "C", "C", "C", "C", "C", "C", "C", "C", "C", "C", "C", "N", "C", "C", "C", "C", "C", "C", "C", "C", "C", "C", "C", "C", "N", "C", "C", "C", "C", "C", "N", "C", "C", "C", "C", "C", "C", "C", "C", "N", "H", "H", "H", "H", "H", "H", "H", "H", "H", "H", "H", "H", "H", "H", "H", "H", "H", "H", "H", "H", "H", "H", "H", "H", "H", "H", "H", "H", "C", "O", "C", "C", "C", "C", "C", "C", "O", "C", "O", "C", "H", "H", "H", "H", "H", "H", "H", "H", "H", "Cl", "C", "Cl", "C", "O", "O", "H"], "xyz": [[0.099, -0.374, -0.054], [5.062, 2.816, -4.513], [3.718, 3.093, -4.312], [2.948, 2.264, -3.515], [3.514, 1.149, -2.896], [4.863, 0.874, -3.112], [5.632, 1.701, -3.916], [2.658, 0.325, -2.023], [1.541, -0.322, -2.622], [1.288, -0.544, -3.984], [0.131, -1.331, -4.064], [-0.306, -1.569, -2.765], [-1.428, -2.443, -2.343], [-1.526, -3.786, -2.830], [-2.634, -4.605, -2.507], [-2.719, -5.906, -2.958], [-1.708, -6.451, -3.739], [-0.598, -5.675, -4.051], [-0.501, -4.373, -3.608], [-2.413, -1.965, -1.325], [-1.782, -0.887, -0.519], [-3.236, -1.340, 0.811], [-2.998, -1.018, 2.231], [-4.170, -0.876, 3.093], [-4.409, 0.280, 3.843], [-5.553, 0.392, 4.614], [-6.483, -0.639, 4.646], [-6.266, -1.784, 3.894], [-5.122, -1.901, 3.122], [-1.679, -0.634, 2.665], [-1.411, -0.500, 4.047], [-0.057, -0.308, 4.209], [0.512, -0.317, 2.933], [-0.458, -0.516, 1.973], [1.930, -0.149, 2.729], [2.628, -0.053, 1.555], [4.021, 0.268, 1.362], [4.220, 0.477, 0.039], [2.951, 0.248, -0.627], [2.039, -0.049, 0.305], [2.736, 0.016, 3.972], [2.803, 1.272, 4.565], [3.563, 1.454, 5.709], [4.257, 0.386, 6.264], [4.190, -0.864, 5.670], [3.430, -1.051, 4.524], [-4.471, -1.649, -0.020], [-3.940, -1.900, -1.375], [0.553, -0.934, -1.894], [5.663, 3.464, -5.135], [3.267, 3.962, -4.771], [1.902, 2.490, -3.342], [5.306, -0.012, -2.676], [6.675, 1.470, -4.082], [1.895, -0.192, -4.800], [-0.332, -1.706, -4.961], [-3.436, -4.226, -1.893], [-3.583, -6.502, -2.695], [-1.778, -7.472, -4.090], [0.208, -6.095, -4.637], [0.384, -3.801, -3.834], [-3.696, 1.090, 3.801], [-5.724, 1.294, 5.186], [-7.375, -0.548, 5.250], [-6.985, -2.592, 3.914], [-4.945, -2.804, 2.550], [-2.147, -0.588, 4.824], [0.476, -0.192, 5.135], [4.752, 0.342, 2.149], [5.139, 0.756, -0.442], [2.256, 2.091, 4.115], [3.614, 2.432, 6.168], [4.849, 0.531, 7.157], [4.730, -1.698, 6.098], [3.372, -2.025, 4.057], [-5.409, -1.142, 0.152], [-4.477, -1.641, -2.276], [-2.322, 4.406, -4.155], [-1.220, 5.101, -3.606], [-0.600, 4.543, -2.533], [0.433, 5.302, -1.967], [1.091, 4.800, -0.869], [0.774, 3.564, -0.292], [1.392, 3.202, 1.000], [2.819, 3.641, 1.257], [0.785, 2.578, 1.848], [-0.222, 2.774, -0.913], [-0.511, 1.538, -0.607], [-0.920, 3.304, -2.017], [-2.730, 5.050, -4.929], [-3.086, 4.213, -3.398], [-2.009, 3.457, -4.601], [0.676, 6.266, -2.387], [1.866, 5.404, -0.418], [2.912, 4.726, 1.248], [3.476, 3.255, 0.479], [3.130, 3.263, 2.228], [-1.675, 2.671, -2.456], [0.352, -3.364, 0.407], [-1.404, -3.390, 0.620], [-1.835, -3.832, 2.279], [-2.151, -2.170, 0.127], [-4.526, -2.945, -0.574], [-2.770, -0.123, 0.103], [-1.745, -4.219, -0.001]], "mulliken_charge": [0.17, -0.42, -0.91, -0.18, -0.03, -0.12, -0.88, 0.28, 0.34, -1.02, -1.22, -0.64, -0.80, 1.64, -0.25, -1.11, -0.46, -0.94, -0.75, 1.21, 1.15, 1.04, -0.35, 0.34, -0.14, -0.89, -0.47, -0.92, -0.39, 0.46, -1.50, -1.77, 0.50, 0.25, 1.02, 0.13, -1.29, -1.31, 1.36, 0.57, -0.88, 0.52, -1.10, -0.43, -0.80, 0.10, -0.31, -0.97, 0.84, 0.40, 0.44, 0.53, 0.57, 0.40, 0.68, 0.73, 0.60, 0.44, 0.39, 0.42, 0.46, 0.51, 0.41, 0.39, 0.41, 0.45, 0.72, 0.51, 0.56, 0.54, 0.62, 0.42, 0.38, 0.40, 0.49, 0.79, 0.61, -0.78, -0.47, 1.03, -1.33, -0.52, 1.02, 0.70, -1.39, -0.53, -1.21, -0.19, -0.31, 0.24, 0.32, 0.29, 0.48, 0.26, 0.56, 0.30, 0.17, 0.30, -0.09, 0.01, -0.12, -0.89, -0.50, -0.78, 0.50]}

{"formula": "C9H20N3O2PRu", "method": "wB97M-V/def2-TZVPD", "total_charge": 2, "max_force_ev_per_a": 8.3, "e_tot_ha": -1105.1403, "s_squared": 6.0530, "spin_multiplicity": 5, "symbols": ["Ru", "H", "H", "P", "C", "H", "H", "H", "C", "H", "H", "H", "C", "H", "H", "H", "C", "O", "H", "H", "C", "N", "C", "C", "C", "N", "C", "O", "N", "H", "H", "H", "H", "H", "H", "H"], "xyz": [[-0.379, -0.348, -0.464], [0.738, 2.870, -0.302], [0.735, 2.806, -1.060], [-0.646, -0.574, -2.781], [0.657, -1.517, -3.694], [0.385, -1.682, -4.752], [1.607, -0.960, -3.637], [0.802, -2.489, -3.194], [-2.191, -1.446, -3.295], [-3.056, -0.880, -2.911], [-2.258, -1.542, -4.393], [-2.202, -2.447, -2.833], [-0.744, 0.996, -3.762], [0.219, 1.530, -3.688], [-0.967, 0.795, -4.826], [-1.535, 1.634, -3.336], [1.453, -0.880, -0.431], [2.592, -1.171, -0.410], [-2.024, 0.234, -0.488], [-0.773, -1.884, -0.326], [2.578, 1.781, 3.787], [1.396, 1.024, 3.356], [0.541, 0.523, 4.291], [-0.578, -0.198, 3.903], [-0.814, -0.416, 2.546], [0.052, 0.075, 1.609], [1.151, 0.811, 2.012], [1.914, 1.271, 1.179], [-1.966, -1.146, 2.160], [3.499, 1.270, 3.432], [2.637, 1.860, 4.895], [2.542, 2.808, 3.367], [0.716, 0.681, 5.348], [-1.257, -0.584, 4.654], [-2.616, -1.513, 2.871], [-2.204, -1.295, 1.174]], "mulliken_charge": [-0.07, -0.03, 0.04, 0.99, -1.21, 0.40, 0.38, 0.36, -1.16, 0.35, 0.39, 0.36, -1.17, 0.35, 0.40, 0.37, 0.26, -0.25, -0.01, 0.05, -0.78, 0.19, 0.15, -0.91, 1.02, -0.13, 0.15, -0.39, -0.26, 0.35, 0.32, 0.34, 0.41, 0.41, 0.26, 0.08]}

{"formula": "C4H14N5O2S", "method": "wB97M-V/def2-TZVPD", "total_charge": 1, "max_force_ev_per_a": 5.8, "e_above_lowest_kj_mol": 140.6, "e_tot_ha": -982.8188, "symbols": ["C", "C", "C", "C", "N", "N", "N", "N", "N", "O", "O", "S", "H", "H", "H", "H", "H", "H", "H", "H", "H", "H", "H", "H", "H", "H"], "xyz": [[-1.017, 0.864, -0.626], [1.471, 0.311, -0.160], [-1.169, 1.312, 0.799], [0.412, 0.987, -1.092], [0.291, -2.247, 2.111], [0.565, -1.145, 1.555], [1.042, -0.991, 0.198], [-1.155, 0.174, 1.774], [0.512, 0.236, -2.324], [1.828, -2.142, -1.785], [0.055, -3.237, -0.476], [0.409, -1.946, -1.070], [-1.062, -0.193, -0.793], [-1.680, 1.488, -1.137], [2.383, 0.056, -0.927], [1.602, 0.867, 0.788], [-0.420, 2.082, 0.911], [-2.147, 1.926, 1.116], [0.670, 1.972, -1.414], [0.208, -2.370, 3.081], [-0.001, -3.003, 1.518], [-2.079, -0.227, 1.818], [-0.786, 0.324, 2.689], [0.859, 0.692, -3.140], [-0.403, -0.112, -2.519], [2.291, -2.967, -1.764]], "mulliken_charge": [-0.49, -0.85, -0.88, -0.60, -0.18, -0.12, 0.42, -0.41, -0.40, -0.40, -0.73, 0.76, 0.60, 0.32, 0.36, 0.49, 0.37, 0.35, 0.54, 0.23, 0.27, 0.26, 0.28, 0.21, 0.25, 0.34]}